# 1
Entry from the Open Molecules 2025 dataset: a molecular structure, C17H20N4O3S2 (ωB97M-V/def2-TZVPD).

```
! wB97M-V def2-TZVPD RIJCOSX def2/J DEFGRID3
* xyz 0 1
C 3.7381 6.2281 -3.0126
H 4.1071 6.5008 -2.1411
O 2.8448 4.9521 -2.8766
C 3.5435 3.9084 -2.6372
C 4.0027 3.9574 -1.3503
H 4.8723 4.7659 -0.9766
H 3.3604 4.1084 -0.3568
S 5.0671 2.2828 -0.9915
C 3.7975 1.1829 -0.8231
N 2.4477 1.5159 -0.8094
N 1.8495 0.3251 -0.6070
C 2.4176 -0.7146 -0.5340
N 1.5941 -1.7574 -0.3501
C 0.4229 -2.3109 -0.1077
O 0.0954 -3.4223 -0.1939
C -0.5480 -1.0135 -0.1027
C -0.6817 -0.1722 1.1458
C -1.9213 -0.4211 1.8199
O -2.2777 -0.2071 2.8268
N -2.6502 -1.2418 1.0413
C -4.0259 -1.6417 1.0615
C -4.5473 -1.2759 2.4590
C -5.9558 -1.7663 2.6008
C -6.6048 -2.4112 1.7445
C -5.9906 -2.9994 0.2235
C -4.7901 -2.4625 0.2281
H -4.3586 -2.5504 -0.7348
H -6.4960 -3.5428 -0.3218
C -8.0568 -2.7866 1.9111
H -8.1723 -3.7295 2.5445
H -8.6529 -2.2131 2.3038
H -8.6270 -3.1337 0.7655
H -6.5294 -1.4417 3.4806
H -4.2700 -0.5912 3.0344
C -2.0535 -1.5678 -0.3085
H -1.9561 -2.9141 -0.3009
H -2.6182 -1.2828 -1.3141
H 0.2479 -0.5955 2.0581
H -0.3725 0.7303 0.9528
H -0.1832 -0.4927 -0.9646
H 2.2836 -2.5845 0.0225
S 4.2618 -0.4380 -0.2097
H 2.9362 3.2105 -2.7628
H 4.4183 3.9067 -3.3346
H 4.6527 5.9953 -3.9388
H 2.9528 7.0015 -3.4554
*
```

Properties
max |F|: 0.3078 hartree/bohr
relative energy (zero: lowest compared OMol25 entry of this formula, charge and spin): 1680.7 kJ/mol
E: -1900.29182 Eh

***

# 2
Entry from the Open Molecules 2025 dataset: a single C15H23ClN4O4S molecule (ωB97M-V/def2-TZVPD).

```
! wB97M-V def2-TZVPD RIJCOSX def2/J DEFGRID3
* xyz 0 1
C -1.9958 -1.5610 -1.3174
O -1.5222 -1.1896 -0.0327
C -0.7434 -2.1590 0.6591
C 0.7200 -2.1306 0.1850
O 1.5186 -2.9861 0.5254
N 1.0464 -1.0514 -0.5508
C 2.4222 -0.7461 -0.8953
C 2.4768 0.5164 -1.7415
C 3.9150 0.9619 -1.9617
O 4.5871 -0.0937 -2.6318
N 1.6998 1.5626 -1.0950
C 1.2388 2.6415 -1.7789
O 1.5376 2.8572 -2.9376
C 0.3149 3.5764 -1.0052
C -0.4779 2.9274 0.0842
C -0.1920 2.8451 1.4612
C -1.2411 2.1122 1.9664
Cl -1.5958 1.6599 3.5769
N -2.0589 1.7916 0.9492
C -3.3198 1.0796 1.0009
N -1.6013 2.2848 -0.2122
C -0.7812 -1.7442 2.1377
C -1.9620 -2.4370 2.8453
S -2.8242 -3.4721 1.6211
C -1.3308 -3.5646 0.6083
H -2.3153 -0.6414 -1.8056
H -1.2106 -2.0238 -1.9232
H -2.8472 -2.2415 -1.2417
H 0.3153 -0.3846 -0.7463
H 3.0080 -0.6139 0.0220
H 2.8741 -1.5710 -1.4424
H 2.0284 0.3312 -2.7214
H 3.9067 1.8770 -2.5566
H 4.3773 1.1702 -0.9884
H 5.4428 0.2208 -2.9340
H 1.4470 1.4621 -0.1247
H 0.9246 4.3903 -0.6073
H -0.3564 4.0073 -1.7457
H 0.6268 3.2740 2.0125
H -4.0990 1.7159 1.4202
H -3.5719 0.8056 -0.0176
H -3.2150 0.1756 1.5957
H 0.1566 -2.0227 2.6166
H -0.8680 -0.6589 2.1725
H -1.6028 -3.0708 3.6543
H -2.6722 -1.7274 3.2668
H -1.5780 -3.9002 -0.3969
H -0.6023 -4.2551 1.0309
*
```

Properties
max |F|: 0.0028 hartree/bohr
relative energy (zero: lowest compared OMol25 entry of this formula, charge and spin): 41.1 kJ/mol
E: -1963.77594 Eh
SMILES: CO[C@@]1(C(=O)NC[C@H](CO)NC(=O)Cc2cc(Cl)n(C)n2)CCSC1

***

Repeat the second record exactly.
Entry from the Open Molecules 2025 dataset: a single C15H23ClN4O4S molecule (ωB97M-V/def2-TZVPD).

```
! wB97M-V def2-TZVPD RIJCOSX def2/J DEFGRID3
* xyz 0 1
C -1.9958 -1.5610 -1.3174
O -1.5222 -1.1896 -0.0327
C -0.7434 -2.1590 0.6591
C 0.7200 -2.1306 0.1850
O 1.5186 -2.9861 0.5254
N 1.0464 -1.0514 -0.5508
C 2.4222 -0.7461 -0.8953
C 2.4768 0.5164 -1.7415
C 3.9150 0.9619 -1.9617
O 4.5871 -0.0937 -2.6318
N 1.6998 1.5626 -1.0950
C 1.2388 2.6415 -1.7789
O 1.5376 2.8572 -2.9376
C 0.3149 3.5764 -1.0052
C -0.4779 2.9274 0.0842
C -0.1920 2.8451 1.4612
C -1.2411 2.1122 1.9664
Cl -1.5958 1.6599 3.5769
N -2.0589 1.7916 0.9492
C -3.3198 1.0796 1.0009
N -1.6013 2.2848 -0.2122
C -0.7812 -1.7442 2.1377
C -1.9620 -2.4370 2.8453
S -2.8242 -3.4721 1.6211
C -1.3308 -3.5646 0.6083
H -2.3153 -0.6414 -1.8056
H -1.2106 -2.0238 -1.9232
H -2.8472 -2.2415 -1.2417
H 0.3153 -0.3846 -0.7463
H 3.0080 -0.6139 0.0220
H 2.8741 -1.5710 -1.4424
H 2.0284 0.3312 -2.7214
H 3.9067 1.8770 -2.5566
H 4.3773 1.1702 -0.9884
H 5.4428 0.2208 -2.9340
H 1.4470 1.4621 -0.1247
H 0.9246 4.3903 -0.6073
H -0.3564 4.0073 -1.7457
H 0.6268 3.2740 2.0125
H -4.0990 1.7159 1.4202
H -3.5719 0.8056 -0.0176
H -3.2150 0.1756 1.5957
H 0.1566 -2.0227 2.6166
H -0.8680 -0.6589 2.1725
H -1.6028 -3.0708 3.6543
H -2.6722 -1.7274 3.2668
H -1.5780 -3.9002 -0.3969
H -0.6023 -4.2551 1.0309
*
```

Properties
max |F|: 0.0028 hartree/bohr
relative energy (zero: lowest compared OMol25 entry of this formula, charge and spin): 41.1 kJ/mol
E: -1963.77594 Eh
SMILES: CO[C@@]1(C(=O)NC[C@H](CO)NC(=O)Cc2cc(Cl)n(C)n2)CCSC1

***

Q: The highest relative energy (zero: lowest compared OMol25 entry of this formula, charge and spin) belongs to which entry?
A: C17H20N4O3S2